No. 1
The molecule C14H14S in a non-equilibrium geometry, computed with ωB97M-V/def2-TZVPD.

Positions of all 29 atoms, in Å:
C  3.6575  0.0311  0.0632
C  3.0041  0.9862  -0.6989
C  3.0041  -1.1083  0.4494
C  1.6354  0.8439  -0.9596
C  1.6185  -1.2566  0.1893
C  0.9037  -0.2348  -0.5042
C  0.9989  -2.5067  0.5558
C  -0.1606  -3.0005  0.0382
C  -3.5357  0.8717  1.2741
C  -2.7479  0.2440  0.4472
C  -1.4075  0.7002  -1.7232
C  -0.5464  -0.2947  -0.6551
C  -1.5172  0.7497  -0.1658
C  -0.9515  1.8507  0.7186
S  -1.1499  -1.9749  -0.9331
H  4.6668  0.2271  0.5511
H  3.3056  2.0428  -0.7862
H  3.4668  -1.8641  1.1224
H  1.1789  1.5028  -1.7397
H  1.6615  -3.2157  0.8629
H  -0.5156  -4.0260  0.1591
H  -4.5425  0.5412  1.7643
H  -3.3527  1.8703  1.7286
H  -3.1046  -0.7362  0.1500
H  -0.9901  1.4337  -2.3555
H  -2.2893  0.2695  -2.2130
H  -1.0794  1.4544  1.7071
H  -1.4801  2.7654  0.4600
H  0.2695  1.8338  0.4930

Values from the calculation:
* 2S+1: 1
* frontier orbital gap: 0.298 Ha
* SMILES string: C=C[C@]1(C)C[C@]12SC=Cc1ccccc12
* LUMO: 0.51 eV
* relative energy (zero: lowest compared OMol25 entry of this formula, charge and spin): 12.0 kcal/mol
* HOMO level: -7.591 eV

Löwdin population analysis, charges in e, atoms 1 to 4: atom 1 (C): -0.106, atom 2 (C): -0.085, atom 3 (C): -0.043, atom 4 (C): -0.073

***

No. 2
A cluster of 2 separate species, C18H36O6S2 in total, computed with ωB97M-V/def2-TZVPD.

Positions of all 62 atoms, in Å:
C  -2.6732  -1.2413  2.4080
C  -3.7076  -0.4245  1.6337
C  -3.1327  0.8292  0.9763
C  -1.8229  0.6172  0.2034
C  -1.8396  -0.5247  -0.8348
C  -0.6378  -1.4858  -0.7465
C  0.5086  -1.1654  -1.7391
C  1.8438  -0.9408  -1.0311
C  2.9202  -0.3879  -1.9863
C  4.2402  -1.1741  -2.1565
C  5.3345  -0.7436  -1.1545
S  4.8198  -0.6369  0.5381
O  4.1101  0.5884  0.7686
O  4.2509  -1.8904  0.9453
C  3.9882  -2.6842  -2.1499
C  5.1716  -3.5602  -2.5036
O  5.8627  -3.2129  -3.7243
S  4.9840  -2.9158  -5.0525
O  3.8893  -3.8527  -5.0834
O  4.2828  -1.4834  -4.6106
C  4.8352  -0.7466  -3.5267
H  -3.1763  -1.9161  3.1009
H  -2.0055  -0.6008  2.9840
H  -2.0737  -1.8569  1.7388
H  -4.5080  -0.1230  2.3114
H  -4.1626  -1.0577  0.8689
H  -2.9416  1.5671  1.7545
H  -3.8710  1.2677  0.3017
H  -1.0035  0.4718  0.9100
H  -1.6057  1.5512  -0.3192
H  -2.7638  -1.0972  -0.7594
H  -1.8511  -0.0796  -1.8317
H  -0.9816  -2.5106  -0.8861
H  -0.2279  -1.4342  0.2645
H  0.5894  -1.9826  -2.4567
H  0.2517  -0.2466  -2.2675
H  1.6681  -0.1951  -0.2524
H  2.1643  -1.8400  -0.5110
H  2.4787  -0.3414  -2.9850
H  3.1735  0.6374  -1.7124
H  6.1864  -1.4231  -1.1715
H  5.6873  0.2533  -1.4285
H  6.0247  -0.5240  1.1536
H  3.6781  -2.9934  -1.1509
H  3.1436  -2.8886  -2.8065
H  5.9322  -3.4960  -1.7264
H  4.8598  -4.6031  -2.5445
H  5.9244  -0.7810  -3.5380
H  4.5467  0.2918  -3.7009
C  -5.4386  5.0294  3.9728
C  -6.6210  4.1056  3.6893
C  -6.0557  3.2134  2.5919
O  -4.6533  3.1094  2.8429
C  -4.2621  4.0742  3.8216
H  -5.4743  5.5000  4.9540
H  -5.3867  5.8168  3.2178
H  -6.8559  3.5126  4.5758
H  -7.5242  4.6298  3.3811
H  -6.2051  3.6583  1.6020
H  -6.4892  2.2125  2.5888
H  -4.0485  3.5564  4.7630
H  -3.3501  4.5687  3.4853

Values from the calculation:
* 2S+1: 1
* frontier orbital gap: 0.358 Ha
* LUMO: 0.22 eV
* HOMO level: -9.527 eV

Löwdin population analysis, charges in e, atoms 1 to 4: atom 1 (C): -0.099, atom 2 (C): -0.262, atom 3 (C): -0.226, atom 4 (C): -0.205